(1)
This record from the Open Molecules 2025 dataset describes a structure of composition C26H45HfN3P2 at a distorted geometry. The level of theory is ωB97M-V/def2-TZVPD.

Its molecular weight is 640.10 g/mol. For the energy above the lowest of the compared OMol25 structures with the same formula, charge and spin, the calculation gives 30.8 kJ/mol. As for the orbital gap: 6.91 eV. The net charge is +2. The value obtained for the total energy is -52031.9000 eV.

Each line ends with the Mulliken charge.
Geometry (Å):
Hf -0.0430 0.2005 -0.0404  -0.466
C 0.2688 -1.0250 2.1312  0.602
C 1.1127 -1.8313 1.3126  0.791
C 1.9530 0.3259 1.2830  0.716
C 0.8437 0.2871 2.1951  1.245
C 2.1310 -0.9977 0.7739  0.625
C -0.7583 -1.5579 3.0509  -1.827
H -1.3291 -2.3496 2.5553  0.334
H -1.4532 -0.7714 3.3573  0.372
H -0.2989 -1.9802 3.9568  0.368
C 0.5958 1.2903 3.2555  -1.232
H -0.2844 1.0158 3.8492  0.474
H 0.4374 2.2846 2.8170  -0.102
H 1.4568 1.3671 3.9424  0.350
C 2.9423 1.4166 1.1410  -1.514
H 3.8377 1.2339 1.7525  0.373
H 2.5228 2.3865 1.4381  0.308
H 3.2683 1.4909 0.0952  0.187
C 3.3772 -1.4616 0.1262  -1.724
H 4.1217 -1.7988 0.8669  0.326
H 3.8293 -0.6443 -0.4425  0.438
H 3.1518 -2.2907 -0.5556  0.334
C 1.1362 -3.3096 1.3955  -1.467
H 1.5611 -3.6530 2.3573  0.276
H 1.7333 -3.7491 0.5853  0.477
H 0.1131 -3.7077 1.3187  0.217
C -1.8405 -2.4122 -2.1639  0.258
C -1.6911 -3.1896 -1.0855  0.268
C -1.5721 -4.6903 -1.2244  -1.313
C -0.2421 -5.2659 -1.8146  -1.078
C 0.8082 -4.2636 -2.2375  -0.277
C 0.6355 -3.5222 -3.3326  -0.475
C -0.6304 -3.6409 -4.1567  -0.905
C -1.9257 -3.0169 -3.5474  -1.303
H -2.3805 -5.0831 -1.8571  0.450
H -0.5131 -5.9330 -2.6472  0.415
H -1.6895 -5.1389 -0.2323  0.422
H -2.6895 -3.8066 -3.5716  0.410
H -1.9613 -1.3215 -2.0976  0.420
H -1.6985 -2.7865 -0.0660  0.296
H -2.2544 -2.2376 -4.2422  0.382
H -0.4649 -3.1169 -5.1060  0.393
H 1.3642 -2.7882 -3.6944  0.514
H -0.8499 -4.6915 -4.3986  0.385
H 0.1955 -5.8877 -1.0240  0.328
H 1.6823 -4.2060 -1.5810  0.636
P -2.5215 0.7113 0.5773  0.958
C -2.6098 1.7557 2.0657  -1.203
H -3.6188 2.1763 2.1617  0.583
H -1.8975 2.5870 2.0169  0.218
H -2.3884 1.1798 2.9713  0.276
C -3.3094 1.7722 -0.6653  -1.197
H -4.2576 2.1820 -0.2893  0.489
H -3.5063 1.1942 -1.5782  0.382
H -2.6481 2.6075 -0.9339  0.302
C -3.7732 -0.5267 0.9570  -1.362
H -4.0002 -1.1108 0.0558  0.392
H -4.6893 -0.0406 1.3264  0.504
H -3.3883 -1.2084 1.7290  0.349
P 0.9157 0.9590 -2.3653  1.314
C 2.5637 0.3558 -2.8081  -1.390
H 2.7570 0.4259 -3.8880  0.491
H 2.6834 -0.6847 -2.4797  0.187
H 3.3239 0.9558 -2.2824  0.446
C -0.2084 0.9314 -3.7899  -1.189
H -0.2085 -0.0379 -4.3076  0.309
H 0.0479 1.7284 -4.5075  0.510
H -1.2318 1.1169 -3.4219  0.300
C 1.3278 2.7433 -2.3834  -1.727
H 1.8347 2.9925 -3.3237  0.536
H 1.9938 3.0013 -1.5496  0.361
H 0.4281 3.3627 -2.2953  0.423
N -0.0618 2.2562 0.1711  0.012
C 0.1013 3.3825 0.5678  0.757
N 0.3165 4.5840 0.8883  -0.683
C 0.3052 5.0323 2.1510  0.368
N 0.3176 5.5279 3.2223  -0.420

=====

(2)
This record from the Open Molecules 2025 dataset describes a structure of composition C16H19F6N5O4PtS at a distorted geometry. The level of theory is ωB97M-V/def2-TZVPD.

Its molecular weight is 686.49 g/mol. For the energy above the lowest of the compared OMol25 structures with the same formula, charge and spin, the calculation gives 266.6 kJ/mol. As for the orbital gap (alpha / beta): 3.99 / 3.91 eV. The net charge is 0. The value obtained for the total energy is -62925.4614 eV.

Each line ends with the Mulliken charge.
Geometry (Å):
Pt -1.9474 1.1168 -0.6195  1.400
N -3.6037 1.4923 -1.9402  -0.565
C -4.2645 0.2448 -2.3646  -0.369
C -4.9986 -0.4418 -1.2139  -0.724
C -4.0713 -1.0306 -0.1479  -0.415
N -3.6487 -0.0066 0.8155  -0.505
H -4.2868 2.0899 -1.4720  0.343
H -3.2668 1.9855 -2.7675  0.362
H -3.4940 -0.4269 -2.7532  0.122
H -4.9908 0.4566 -3.1614  0.484
H -5.5844 -1.2541 -1.6456  0.393
H -5.6980 0.2617 -0.7488  0.309
H -3.1700 -1.4173 -0.6345  0.112
H -4.5930 -1.8566 0.3564  0.460
H -3.0835 -0.4304 1.5451  0.209
H -4.4548 0.4253 1.2586  0.244
C -0.4067 0.7809 -3.5766  -1.582
C -0.2782 -0.5486 -2.8050  0.761
O -1.2167 -0.7422 -1.8708  -1.009
C 1.1453 -0.5825 -2.1729  0.618
F 1.3387 -1.6395 -1.3752  -0.250
F 1.3326 0.5022 -1.3957  -0.246
F 2.1500 -0.5702 -3.0582  -0.283
C -0.3726 -1.7076 -3.8321  0.526
F -0.2818 -2.9127 -3.2706  -0.243
F -1.5605 -1.6694 -4.4597  -0.264
F 0.5563 -1.6555 -4.7961  -0.265
H -0.5827 1.5714 -2.8375  0.260
H -1.2484 0.7200 -4.2612  0.343
H 0.4970 0.9922 -4.1387  0.478
O 4.7647 3.1610 4.2343  -0.654
S 5.6596 2.1123 4.6542  1.156
O 6.9407 2.0526 3.9904  -0.671
O 5.6159 1.7627 6.0553  -0.668
C 4.8681 0.5767 3.9137  0.126
N 5.4130 -0.5771 4.1813  -0.467
C 4.8260 -1.6316 3.6308  -0.484
C 3.6772 -1.5133 2.8570  -0.489
C 3.1475 -0.2291 2.6988  0.113
N 3.7974 0.8161 3.2252  -0.288
C 1.8928 0.0966 2.0180  1.403
C 0.9650 -0.8637 1.6153  -0.878
C -0.1791 -0.4547 0.9627  -0.121
N -0.4589 0.8284 0.7187  -0.187
C 0.4034 1.7599 1.1376  -0.390
C 1.5798 1.4384 1.7802  -0.734
H 5.2789 -2.5907 3.8437  0.418
H 3.2257 -2.3821 2.4069  0.364
H 1.1322 -1.9147 1.7855  0.367
H -0.8731 -1.1830 0.5641  0.302
H 0.1313 2.7941 0.9649  0.381
H 2.2757 2.1939 2.1053  0.698

=====

(3)
This record from the Open Molecules 2025 dataset describes a structure of composition C25H23HfN7O5S4 at a distorted geometry. The level of theory is ωB97M-V/def2-TZVPD.

Its molecular weight is 808.26 g/mol. For the energy above the lowest of the compared OMol25 structures with the same formula, charge and spin, the calculation gives 11.1 kJ/mol. As for the orbital gap: 8.07 eV. The net charge is 0. The value obtained for the total energy is -91619.4562 eV.

Each line ends with the Mulliken charge.
Geometry (Å):
Hf 0.5630 -0.3045 0.8077  0.718
N 7.2607 -2.4834 -3.2700  -0.563
C 5.9564 -2.0236 -3.1734  1.139
C 4.9203 -2.9006 -2.8352  -0.880
C 3.6341 -2.4274 -2.6659  -0.359
C 3.3670 -1.0759 -2.8440  -0.579
C 4.3730 -0.2017 -3.2347  -0.192
C 5.6596 -0.6744 -3.3896  -0.910
S 1.7017 -0.5378 -2.6480  1.713
O 1.4465 0.4349 -3.6740  -0.806
O 0.9087 -1.7362 -2.6344  -0.727
N 1.3887 0.2127 -1.1804  0.068
C 2.1111 1.2857 -0.7765  0.367
N 1.7186 1.7047 0.4535  0.036
C 2.2883 2.7903 0.9535  -0.054
C 3.2646 3.4789 0.2709  -1.083
C 3.6232 2.9561 -0.9667  -0.174
N 3.0613 1.8833 -1.4993  -0.290
H 7.3790 -3.4651 -3.4516  0.225
H 7.9067 -1.8934 -3.7649  0.220
H 5.1336 -3.9584 -2.7187  0.315
H 2.8159 -3.0888 -2.4088  0.490
H 4.1303 0.8323 -3.4244  0.584
H 6.4580 -0.0010 -3.6832  0.274
H 1.9309 3.1070 1.9274  0.417
H 3.7209 4.3685 0.6764  0.400
H 4.3986 3.4255 -1.5663  0.430
S -1.8517 -4.0935 1.9542  -0.301
C -1.1725 -3.6005 3.4432  -0.574
C -0.4882 -2.4283 3.3306  -0.710
C -0.4843 -1.8742 2.0146  0.315
C -1.1893 -2.6948 1.1697  0.081
C -1.4983 -2.3455 -0.2110  1.070
C -2.2411 -3.1374 -1.0782  -1.094
C -2.6149 -2.6219 -2.3034  -0.519
C -2.2398 -1.3311 -2.6419  -1.029
C -1.4473 -0.6310 -1.7604  -0.171
N -1.0776 -1.1184 -0.5728  0.290
H -1.3189 -4.2038 4.3283  0.455
H 0.0010 -1.9694 4.1825  0.386
H -2.5333 -4.1342 -0.7740  0.401
H -3.2082 -3.2154 -2.9881  0.419
H -2.5154 -0.8862 -3.5872  0.453
H -1.0960 0.3638 -1.9997  0.497
C -1.9466 2.4895 5.9551  -1.277
C -1.1018 2.0091 4.8155  1.025
C 0.2273 1.6114 5.0091  -1.034
C 0.8591 1.0192 3.9416  -0.314
N 0.2589 0.8912 2.7613  0.177
C -0.9743 1.4417 2.6077  0.398
S -1.5447 1.4204 0.9941  -0.542
N -1.6816 1.9479 3.6221  -0.628
H -1.3387 2.8830 6.7692  0.359
H -2.5242 1.6455 6.3399  0.256
H -2.6499 3.2425 5.6071  0.377
H 0.7251 1.7345 5.9600  0.360
H 1.8602 0.6094 4.0106  0.520
C 3.8445 -2.8896 1.5978  -1.100
S 3.0128 -1.4771 0.9514  1.447
O 2.4104 -0.7020 2.0691  -0.736
O 1.8318 -2.0076 0.2186  -0.559
O 3.9578 -0.7033 0.2069  -0.549
H 3.1051 -3.5101 2.1047  0.326
H 4.6215 -2.5511 2.2807  0.392
H 4.2735 -3.4040 0.7397  0.354

=====

(4)
This record from the Open Molecules 2025 dataset describes a cluster of 2 separate species, C4H11N2O in total at a distorted geometry. The level of theory is ωB97M-V/def2-TZVPD.

Its molecular weight is 103.14 g/mol. For the energy above the lowest of the compared OMol25 structures with the same formula, charge and spin, the calculation gives 218.6 kJ/mol. As for the orbital gap: 10.11 eV. The net charge is +1. The value obtained for the total energy is -9346.5908 eV.

Each line ends with the Mulliken charge.
Geometry (Å):
C -1.1596 3.2690 -0.5719  -0.840
C -0.6579 2.1153 -0.2114  0.342
C 1.0784 -1.3405 0.8884  0.254
C -0.5226 -2.8232 -0.1738  -0.701
N 1.5819 -0.1045 1.0541  -0.258
N 0.0739 -1.5203 0.1406  -0.068
O -0.0505 1.1412 -0.9296  -0.657
H -1.2145 3.7041 -1.5866  0.240
H -1.5237 4.0193 0.1378  0.241
H -0.6319 1.7430 0.7990  0.270
H 1.4299 -2.2785 1.4083  0.270
H 0.1051 -3.0047 -1.0738  0.369
H -0.1158 -3.4973 0.6216  0.213
H -1.6316 -2.6623 -0.2263  0.299
H 2.4709 0.0536 1.5503  0.239
H 1.1492 0.5912 0.4748  0.246
H -0.2056 -0.7048 -0.4385  0.266
H -0.1756 1.2993 -1.8630  0.276